CH6NO | the ωB97M-V functional and the def2-TZVPD basis

The value obtained for the strongest force on any atom is 4.92 eV/A. Its energy above the lowest of the compared OMol25 structures with the same formula, charge and spin is 35.9 kcal/mol. As for the calculated total energy: -4668.5466 eV. The value obtained for the HOMO energy (alpha / beta) is -9.200 / -9.122 eV. As for the HOMO-LUMO gap (alpha / beta): 10.215 / 6.621 eV. As for the expectation value of S²: 0.754.

```
! wB97M-V def2-TZVPD RIJCOSX def2/J DEFGRID3
* xyz 0 2
O 0.061 1.445 2.078
H -0.685 1.259 2.711
C 0.135 -0.405 -1.250
N -0.399 -0.415 0.123
H 1.256 0.052 -1.266
H -0.419 0.282 -1.943
H 0.148 -1.324 -1.754
H 0.037 -1.237 0.545
H -0.134 0.342 0.755
*
```

The net atomic charges from Löwdin, expressed in e, are: -0.026, 0.049, -0.202, -0.071, 0.107, 0.067, 0.033, 0.060, -0.016

C16H20N2O3S | the ωB97M-V functional and the def2-TZVPD basis

The value obtained for the strongest force on any atom is 1.38 eV/A. Its energy above the lowest of the compared OMol25 structures with the same formula, charge and spin is 54.1 kcal/mol. As for the calculated total energy: -36874.1257 eV. The value obtained for the HOMO energy is -7.860 eV. As for the HOMO-LUMO gap: 8.366 eV.

```
! wB97M-V def2-TZVPD RIJCOSX def2/J DEFGRID3
* xyz 0 1
C -4.691 -2.648 -0.010
O -3.877 -2.666 -1.160
C -3.034 -1.550 -1.313
C -1.872 -1.485 -0.307
C -2.136 -0.591 0.906
N -2.317 0.814 0.528
C -3.596 1.331 0.627
C -3.816 2.776 0.284
O -4.510 0.620 0.989
C -1.161 1.448 0.152
N -0.021 0.857 0.246
C 1.025 1.614 -0.191
C 2.369 1.058 -0.135
C 2.548 -0.258 0.283
C 3.805 -0.826 0.348
C 4.924 -0.079 -0.007
O 6.207 -0.530 0.017
C 6.450 -1.852 0.434
C 4.752 1.243 -0.426
C 3.497 1.802 -0.490
C 0.659 2.848 -0.649
S -1.042 3.074 -0.529
H -5.475 -3.385 -0.179
H -5.143 -1.663 0.145
H -4.129 -2.928 0.888
H -2.636 -1.653 -2.326
H -3.626 -0.624 -1.266
H -0.978 -1.118 -0.812
H -1.665 -2.496 0.045
H -1.285 -0.644 1.587
H -3.047 -0.890 1.425
H -3.607 2.963 -0.767
H -4.861 3.005 0.482
H -3.187 3.425 0.888
H 1.680 -0.836 0.558
H 3.901 -1.849 0.677
H 7.529 -1.985 0.375
H 5.960 -2.577 -0.224
H 6.121 -2.016 1.465
H 5.628 1.810 -0.697
H 3.392 2.826 -0.813
H 1.264 3.635 -1.047
*
```

The net atomic charges from Löwdin, expressed in e, are: -0.105, -0.187, -0.220, -0.133, -0.135, -0.009, -0.472, -0.043, 0.062, -0.523, 0.095, -0.328, -0.176, -0.017, -0.013, -0.276, -0.083, -0.089, 0.001, -0.021, -0.343, 1.075, 0.088, 0.079, 0.086, 0.123, 0.116, 0.098, 0.123, 0.122, 0.109, 0.060, 0.094, 0.062, 0.107, 0.103, 0.093, 0.096, 0.096, 0.118, 0.107, 0.062

C3H6FNS | the ωB97M-V functional and the def2-TZVPD basis

The value obtained for the strongest force on any atom is 3.13 eV/A. Its energy above the lowest of the compared OMol25 structures with the same formula, charge and spin is 32.2 kcal/mol. As for the calculated total energy: -18249.9370 eV. The value obtained for the HOMO energy is -8.878 eV. As for the HOMO-LUMO gap: 9.764 eV.

```
! wB97M-V def2-TZVPD RIJCOSX def2/J DEFGRID3
* xyz 0 1
C 2.494 0.080 -0.018
S 0.908 -0.691 -0.020
N 0.019 0.782 -0.037
C -1.229 0.732 -0.038
C -2.031 -0.549 -0.005
F -3.380 -0.240 -0.034
H 2.671 0.550 0.922
H 3.253 -0.769 -0.149
H 2.635 0.755 -0.796
H -1.798 1.658 0.060
H -1.798 -1.034 0.928
H -1.744 -1.275 -0.814
*
```

The net atomic charges from Löwdin, expressed in e, are: -0.430, 0.825, -0.277, -0.269, -0.234, -0.053, 0.020, 0.066, 0.007, 0.119, 0.103, 0.122

C25H66N6O10 | the ωB97M-V functional and the def2-TZVPD basis

The value obtained for the strongest force on any atom is 18.59 eV/A. Its energy above the lowest of the compared OMol25 structures with the same formula, charge and spin is 519.9 kcal/mol. As for the calculated total energy: -56384.5197 eV. The value obtained for the HOMO energy is -6.063 eV. As for the HOMO-LUMO gap: 6.164 eV.

```
! wB97M-V def2-TZVPD RIJCOSX def2/J DEFGRID3
* xyz 0 1
C -22.705 -23.022 -26.743
O -23.731 -22.764 -27.303
N -22.036 -24.143 -26.786
N -22.054 -22.160 -26.046
H -22.330 -24.836 -27.459
H -21.148 -24.266 -26.322
H -21.222 -22.346 -25.504
H -22.475 -21.244 -25.989
C -25.065 -24.017 -37.403
O -25.113 -23.201 -36.259
C -26.153 -23.533 -35.371
C -26.157 -22.538 -34.221
N -24.998 -22.770 -33.324
C -24.923 -21.740 -32.249
C -23.920 -22.054 -31.154
O -24.554 -22.808 -30.107
C -23.790 -23.003 -28.908
H -24.246 -23.755 -38.073
H -25.963 -23.764 -37.967
H -24.983 -25.049 -37.060
H -26.149 -24.587 -35.097
H -27.148 -23.351 -35.777
H -27.121 -22.695 -33.736
H -26.019 -21.525 -34.599
H -24.192 -23.081 -33.847
H -25.940 -21.723 -31.856
H -24.656 -20.796 -32.725
H -23.621 -21.091 -30.738
H -23.034 -22.585 -31.501
H -22.864 -23.504 -29.192
H -24.176 -23.613 -28.092
H -23.468 -22.081 -28.424
C -25.329 -30.126 -28.065
O -25.135 -29.395 -26.800
C -24.628 -30.276 -25.781
C -24.556 -29.516 -24.377
N -23.470 -28.504 -24.186
C -23.795 -27.475 -23.175
C -22.985 -26.132 -23.284
O -23.695 -25.404 -24.309
C -22.885 -25.010 -25.482
H -24.445 -30.269 -28.687
H -26.077 -29.584 -28.644
H -25.733 -31.118 -27.865
H -23.633 -30.627 -26.055
H -25.397 -31.029 -25.608
H -24.598 -30.370 -23.702
H -25.464 -28.953 -24.161
H -22.639 -29.003 -23.904
H -23.639 -27.842 -22.160
H -24.857 -27.232 -23.162
H -21.939 -26.368 -23.482
H -22.965 -25.442 -22.441
H -22.320 -25.780 -26.007
H -22.281 -24.142 -25.218
H -23.522 -24.586 -26.259
C -25.756 -19.423 -32.270
O -25.155 -19.728 -31.068
C -23.885 -19.016 -30.797
C -23.243 -19.526 -29.568
N -23.858 -18.885 -28.418
C -23.260 -19.412 -27.138
C -23.974 -18.781 -25.894
O -23.692 -19.535 -24.680
C -23.905 -18.915 -23.406
H -26.840 -19.473 -32.175
H -25.315 -20.101 -33.001
H -25.528 -18.387 -32.519
H -24.044 -17.938 -30.810
H -23.268 -19.176 -31.681
H -22.172 -19.335 -29.625
H -23.378 -20.607 -29.554
H -24.842 -19.046 -28.581
H -22.220 -19.103 -27.032
H -23.338 -20.497 -27.202
H -25.052 -18.829 -26.044
H -23.722 -17.721 -25.861
H -23.718 -19.705 -22.678
H -24.945 -18.629 -23.253
H -23.299 -18.016 -23.299
C -20.495 -17.532 -26.725
O -20.463 -18.628 -27.608
C -19.907 -19.798 -27.045
C -19.839 -21.025 -28.013
N -19.276 -22.314 -27.548
C -19.867 -23.384 -28.296
C -19.450 -24.711 -27.645
O -19.848 -24.820 -26.277
C -19.566 -26.181 -25.837
H -20.743 -16.552 -27.132
H -19.584 -17.416 -26.139
H -21.292 -17.794 -26.029
H -20.565 -20.137 -26.245
H -18.922 -19.620 -26.613
H -19.278 -20.631 -28.860
H -20.880 -21.254 -28.241
H -19.430 -22.429 -26.556
H -19.444 -23.361 -29.300
H -20.956 -23.355 -28.282
H -18.387 -24.954 -27.659
H -20.068 -25.521 -28.031
H -20.184 -26.955 -26.293
H -19.945 -26.280 -24.820
H -18.517 -26.473 -25.785
O -19.729 -22.608 -25.168
H -19.681 -23.477 -25.565
H -19.534 -22.755 -24.242
*
```

Atomic partial charges in e from the Löwdin method, atoms 1 to 99: -0.709, -0.015, -0.055, 0.258, 0.161, 0.025, 0.055, 0.090, -0.109, -0.196, -0.250, -0.198, -0.044, -0.209, -0.194, -0.127, -0.209, 0.085, 0.086, 0.088, 0.125, 0.112, 0.121, 0.115, 0.100, 0.136, 0.050, 0.045, 0.126, 0.105, 0.074, 0.072, -0.088, -0.203, -0.204, -0.178, -0.051, -0.207, -0.195, -0.164, -0.143, 0.076, 0.082, 0.072, 0.115, 0.108, 0.099, 0.107, 0.094, 0.098, 0.110, 0.087, 0.109, 0.125, 0.106, 0.115, -0.164, -0.226, -0.157, -0.234, -0.012, -0.154, -0.166, -0.217, -0.098, 0.113, 0.030, 0.096, 0.128, 0.130, 0.132, 0.072, 0.111, 0.063, 0.083, 0.115, 0.112, 0.087, 0.079, 0.081, -0.091, -0.220, -0.208, -0.150, -0.038, -0.196, -0.134, -0.283, -0.022, 0.100, 0.090, 0.072, 0.097, 0.126, 0.121, 0.095, -0.005, 0.134, 0.079

C19H42GaNO2P3Se | the ωB97M-V functional and the def2-TZVPD basis

The value obtained for the strongest force on any atom is 5.86 eV/A. Its energy above the lowest of the compared OMol25 structures with the same formula, charge and spin is 0.0 kcal/mol. As for the calculated total energy: -171530.2147 eV. The value obtained for the HOMO energy (alpha / beta) is -15.061 / -15.061 eV. As for the HOMO-LUMO gap (alpha / beta): 2.996 / 3.555 eV.

```
! wB97M-V def2-TZVPD RIJCOSX def2/J DEFGRID3
* xyz 3 1
Ga -0.889 0.193 0.361
P -1.915 1.929 -0.674
P -2.609 -0.444 1.803
P -1.449 -1.326 -1.319
H 8.430 -1.016 -2.171
C 8.094 -1.121 -3.199
C 8.111 -0.098 -4.049
H 8.462 0.887 -3.752
C -1.688 3.687 -0.143
C -3.758 2.002 -0.860
C -1.384 2.168 -2.429
C -2.325 -1.872 2.937
C -3.217 0.823 3.007
C -4.260 -0.948 1.129
C -0.208 -1.452 -2.666
C -3.004 -1.181 -2.320
C -1.628 -3.111 -0.881
H 7.743 -2.106 -3.496
H 7.774 -0.203 -5.078
H -0.623 3.902 -0.031
H -2.188 3.871 0.810
H -2.105 4.360 -0.901
H -4.213 2.113 0.129
H -4.139 1.086 -1.313
H -4.054 2.857 -1.478
H -0.312 2.380 -2.422
H -1.921 2.997 -2.904
H -1.537 1.258 -3.011
H -3.163 -2.017 3.628
H -1.405 -1.713 3.505
H -2.186 -2.776 2.337
H -4.124 0.488 3.524
H -3.434 1.751 2.471
H -2.445 1.036 3.750
H -4.954 -1.189 1.942
H -4.154 -1.826 0.488
H -4.681 -0.137 0.532
H -0.594 -2.035 -3.509
H 0.689 -1.930 -2.266
H 0.066 -0.449 -3.004
H -3.091 -2.038 -2.997
H -3.019 -0.266 -2.915
H -3.871 -1.174 -1.654
H -2.108 -3.649 -1.706
H -2.241 -3.223 0.017
H -0.639 -3.527 -0.681
C 2.315 -1.751 0.179
C 2.800 -0.693 -0.600
C 4.030 -0.795 -1.250
C 4.801 -1.952 -1.138
C 4.323 -3.012 -0.362
C 3.096 -2.916 0.289
Se 0.645 -1.738 1.133
H 0.319 0.698 -0.637
H 2.198 0.208 -0.688
H 4.386 0.040 -1.850
H 5.758 -2.030 -1.645
H 4.909 -3.923 -0.262
H 2.732 -3.746 0.890
N 0.540 2.463 4.862
C 0.874 2.649 3.450
C -0.293 2.296 2.580
O -1.406 2.964 2.722
O -0.159 1.311 1.709
H -0.254 3.089 5.133
H 1.373 2.705 5.446
H 0.279 1.466 5.039
H 1.158 3.709 3.267
H 1.743 2.004 3.191
*
```

The net atomic charges from Löwdin, expressed in e, are: -0.344, 0.838, 0.831, 0.736, 0.045, -0.107, -0.066, 0.052, -0.196, -0.195, -0.214, -0.228, -0.203, -0.202, -0.203, -0.212, -0.234, 0.043, 0.053, 0.067, 0.047, 0.078, 0.053, 0.028, 0.084, 0.063, 0.080, 0.024, 0.081, 0.041, 0.043, 0.081, 0.047, 0.043, 0.081, 0.042, 0.036, 0.082, 0.045, 0.047, 0.074, 0.043, 0.035, 0.076, 0.035, 0.032, -0.540, -0.105, -0.013, 0.019, -0.010, -0.087, 1.032, 0.101, 0.073, 0.131, 0.114, 0.135, 0.115, 0.207, -0.075, -0.492, -0.025, -0.196, 0.199, 0.204, 0.197, 0.173, 0.159